1.
{
  "formula": "C10H15Cl2OP",
  "method": "wB97M-V/def2-TZVPD",
  "gap_ev": 10.447,
  "smiles": "O=P(Cl)(Cl)[C@]12C[C@H]3C[C@H](C[C@H](C3)C1)C2",
  "total_charge": 0,
  "e_homo_ev": -10.24,
  "elements": ["O", "P", "Cl", "Cl", "C", "C", "C", "C", "C", "C", "C", "C", "C", "C", "H", "H", "H", "H", "H", "H", "H", "H", "H", "H", "H", "H", "H", "H", "H"],
  "positions_angstrom": [[1.39840, 1.30620, 4.07453], [0.30145, 0.45856, 3.52003], [0.52922, -1.46326, 4.22782], [-1.54857, 1.15816, 4.08769], [0.38972, 0.52570, 1.64150], [0.62140, 1.95719, 1.14771], [0.79423, 1.98523, -0.38774], [2.05650, 1.15763, -0.69326], [1.76886, -0.32647, -0.29723], [0.55153, -0.83238, -1.01638], [-0.69573, -0.01303, -0.58834], [-0.44523, 1.41040, -1.09815], [-0.88876, -0.01244, 0.93391], [1.57753, -0.36223, 1.22841], [-0.21068, 2.59743, 1.39138], [1.53284, 2.38702, 1.60280], [0.90733, 3.04066, -0.70818], [2.27644, 1.22243, -1.74690], [2.90239, 1.62219, -0.19170], [2.60751, -1.00653, -0.55474], [0.70252, -0.81556, -2.11786], [0.39814, -1.84834, -0.70006], [-1.54094, -0.44816, -1.07857], [-1.33359, 1.98517, -0.88236], [-0.29455, 1.45110, -2.18824], [-1.74543, 0.61274, 1.18240], [-1.15430, -1.01126, 1.23322], [1.43856, -1.36714, 1.59129], [2.44933, -0.02486, 1.73314]],
  "forces_ev_per_a": [[-1.3440, -0.9935, -0.3441], [1.9222, 1.8621, -0.0503], [-0.6379, 0.6129, -0.4703], [0.4886, -0.6264, -0.2172], [-0.9812, -1.1615, -0.2308], [0.5796, 0.4714, 0.0840], [-0.0314, 0.0209, 0.1731], [-0.7235, -0.3320, -0.3183], [1.3342, 0.7662, 0.3211], [-0.7915, 0.1920, 0.1234], [1.5727, 0.3113, -0.7571], [0.1772, -0.1764, 0.2312], [0.2596, 0.4120, -0.1915], [-0.5879, -0.0327, -0.2851], [-0.4272, 0.2398, 0.4010], [-0.4476, -0.2151, -0.0264], [0.1778, -0.4912, 0.2385], [0.0762, -0.1009, -0.5871], [0.1626, -0.3032, 0.3168], [-0.1559, 0.5946, 0.1575], [-0.2196, 0.0415, 0.6240], [-0.0757, -0.7826, -0.0822], [-0.7919, -0.1827, -0.1767], [-0.2333, 0.5916, 0.1122], [-0.0500, -0.2129, 0.2584], [-0.0606, 0.1599, 0.0453], [0.0978, -0.5949, 0.4085], [-0.2988, -0.5885, -0.0700], [1.0094, 0.5183, 0.3119]]
}

***

2.
{
  "formula": "C10H15IO3Ti",
  "method": "wB97M-V/def2-TZVPD",
  "gap_ev": 5.871,
  "total_charge": 2,
  "e_homo_ev": -16.36,
  "elements": ["C", "C", "C", "C", "C", "O", "C", "O", "C", "C", "C", "O", "C", "I", "H", "H", "H", "H", "H", "H", "H", "H", "H", "H", "H", "H", "H", "H", "H", "Ti"],
  "positions_angstrom": [[-2.50921, 1.69901, -0.88956], [-1.69978, 1.14286, -2.16327], [-1.93176, -0.41087, -2.41288], [-0.74341, -1.34358, -1.91518], [-0.22799, -0.95239, -0.48071], [-0.41948, -1.92497, 0.62623], [-0.01783, -1.20111, 1.75629], [-0.55188, -1.29429, 2.91667], [1.21236, -0.20735, 1.24913], [2.49406, -0.39548, 2.23588], [3.01126, 1.13855, 2.61675], [2.65042, 1.69211, 3.76078], [1.35413, -0.63915, -0.29025], [2.37376, -2.57228, -0.51292], [-1.80191, 1.91578, -0.02393], [-3.32024, 0.97510, -0.58948], [-3.02925, 2.67754, -1.12354], [-0.62045, 1.45247, -2.05188], [-2.11307, 1.70914, -3.05834], [-2.91163, -0.70254, -1.91433], [-2.04737, -0.54874, -3.53547], [-1.18382, -2.39149, -1.82685], [0.08576, -1.41157, -2.68580], [-0.67697, -0.01640, -0.00198], [0.84873, 0.90473, 1.13526], [2.11617, -0.95927, 3.19477], [3.36757, -0.95614, 1.79114], [3.64541, 1.69994, 1.87120], [1.67323, 0.16870, -1.02338], [0.97319, 0.75170, 3.34568]],
  "forces_ev_per_a": [[0.1442, 0.1785, -0.3501], [-1.0592, 0.6257, 0.1655], [0.3098, 0.5807, -0.2207], [-1.0342, -0.8815, 0.4702], [1.6590, 1.5610, 0.2295], [-0.0963, 2.0273, 2.9903], [-1.8577, -2.0612, -0.7311], [3.5012, 1.8554, -3.9023], [-0.1380, -1.1869, -0.3918], [-0.6781, 1.7219, 0.5964], [-1.0497, 0.7730, 1.5494], [0.6274, -2.5356, -2.8011], [-1.7586, -0.3130, -0.0891], [0.0448, 1.1912, 0.0284], [-0.9214, -0.3566, -0.7640], [0.9522, 0.7394, -0.1027], [0.7198, -1.1143, 0.2492], [-0.9225, -0.5302, -0.3306], [0.7010, -0.7784, 1.0441], [1.2920, 0.2117, -0.6736], [0.1395, -0.1372, 1.4910], [0.7598, 1.1724, -0.1056], [-0.7586, 0.3097, 1.1783], [-0.2139, -0.9220, -1.7270], [0.5540, -1.3909, 0.5537], [1.0669, 0.2961, -1.0019], [-0.9598, 0.4682, 0.2955], [-0.4509, -0.6542, 0.8522], [-0.0431, -1.0654, 1.1755], [-0.5295, 0.2154, 0.3227]]
}

***

3.
{
  "formula": "C10H15IS2",
  "method": "wB97M-V/def2-TZVPD",
  "gap_ev": [5.799, 5.804],
  "total_charge": 0,
  "de_lowest_ev": 2.544,
  "e_homo_ev": [-8.53, -8.52],
  "elements": ["C", "C", "C", "C", "C", "C", "C", "C", "C", "C", "S", "S", "I", "H", "H", "H", "H", "H", "H", "H", "H", "H", "H", "H", "H", "H", "H", "H"],
  "positions_angstrom": [[-0.43773, -1.59054, 0.84234], [-1.53218, -0.77709, -1.20764], [-1.66498, 0.76169, 0.87433], [0.99064, -0.49583, -0.94746], [0.62961, 0.77588, 1.21127], [-0.40676, 1.52051, -0.99175], [-0.23787, -1.39978, -0.64938], [-0.60595, -0.18007, 1.45085], [-1.63154, 0.67982, -0.66803], [0.85350, 0.84696, -0.31598], [2.31847, 1.81384, -0.63786], [5.14175, -1.88156, 0.22087], [4.29952, 0.30654, 0.51782], [-1.39883, -2.08966, 0.87514], [0.42626, -1.98872, 1.45693], [-1.51436, -0.70052, -2.36816], [-2.30851, -1.27210, -0.78272], [-2.63318, 0.51838, 1.19903], [-1.45154, 1.72796, 1.27368], [1.78965, -1.09239, -0.48653], [1.24091, -0.18615, -2.04672], [0.44780, 1.66329, 1.72651], [1.40215, 0.34249, 1.83900], [-0.09307, 1.56560, -1.95307], [-0.34547, 2.55752, -0.48689], [-0.14047, -2.21927, -1.27941], [-0.55785, -0.15656, 2.56889], [-2.57998, 0.94977, -1.23506]],
  "forces_ev_per_a": [[0.6827, 1.4339, 0.5343], [3.6357, 3.0085, -1.2913], [-1.1078, -2.0336, -0.6064], [0.2621, -0.7193, -0.9522], [0.1038, -3.6297, -0.6639], [1.3792, 1.2566, 3.5561], [-0.0248, 2.2594, -1.2478], [1.1712, 2.3154, 0.8466], [-0.7242, 0.4078, -0.6613], [-0.3844, 0.3217, 2.0595], [1.4845, -0.4840, -0.0510], [-0.7475, 1.1041, -0.1927], [-0.4415, 0.1539, -0.2827], [0.1239, -0.7540, 0.9642], [-1.1008, -0.4635, -1.0920], [-0.2573, -0.5251, 1.9921], [-2.7651, -1.7584, 0.4873], [-1.5894, -0.5409, 0.5850], [-0.1445, 0.8332, -0.1564], [0.4895, 0.4866, -0.4572], [-0.5739, -1.5179, 1.5803], [-0.4720, 1.8851, 0.2093], [1.0622, -0.2639, -0.7227], [0.2509, 0.5130, -3.4309], [-0.9857, -1.2467, -1.1864], [0.6525, -2.3640, -0.3151], [-1.0094, -0.6290, -0.7118], [1.0301, 0.9509, 1.2071]]
}

***

4.
{
  "formula": "C10H15N2O",
  "method": "wB97M-V/def2-TZVPD",
  "gap_ev": 7.347,
  "total_charge": 1,
  "de_lowest_ev": 2.197,
  "e_homo_ev": -11.72,
  "elements": ["C", "C", "C", "C", "C", "C", "C", "C", "C", "C", "N", "N", "O", "H", "H", "H", "H", "H", "H", "H", "H", "H", "H", "H", "H", "H", "H", "H"],
  "positions_angstrom": [[-2.45383, 3.32394, 1.26557], [-2.39872, 3.31481, -0.18786], [-1.53001, 2.42843, 1.65220], [-1.42487, 2.44428, -0.53493], [0.47001, -2.92297, -3.44009], [0.12335, -2.77420, -2.16320], [0.72447, -1.66347, -1.37398], [0.55582, -1.04866, 2.50013], [1.93405, 0.18493, 0.77917], [0.86137, -0.76955, 1.06957], [1.50805, -0.67181, -1.63489], [0.41960, -1.61442, 0.15516], [-0.78819, 1.94856, 0.61014], [-3.09932, 3.73895, 1.89878], [-2.96115, 3.79000, -0.92833], [-1.03067, 2.32769, 2.64834], [0.04633, -3.69521, -4.03118], [1.35137, -2.43125, -3.83246], [-0.52726, -3.56385, -1.72096], [0.23718, -2.00354, 2.79784], [1.40123, -0.80343, 3.17124], [-0.21570, -0.29861, 2.78242], [1.43063, 0.97742, 0.09218], [2.69038, -0.20697, 0.23202], [2.23711, 0.58915, 1.76078], [1.71254, -0.51328, -2.60208], [-0.97903, 2.24608, -1.49485], [-0.29474, -2.33302, 0.52928]],
  "forces_ev_per_a": [[1.8778, -2.3034, -3.1289], [0.8431, -1.2406, 1.0073], [1.9536, 0.6929, 1.4449], [0.6373, 0.5884, 1.0376], [0.9463, 0.0207, 0.8491], [-0.1698, -0.2291, 0.3940], [1.4256, 2.2733, 2.0808], [-0.1657, 2.4754, 0.5836], [-3.5711, 3.3909, 1.5442], [1.4588, -2.6839, -0.8428], [-2.0165, -2.0554, 0.0467], [-1.9265, -1.6070, -0.1429], [-1.0655, -0.0517, -1.0304], [-2.4485, 1.9919, 2.1566], [-0.9677, 0.8984, -0.5692], [-0.8718, -0.3120, -1.0158], [-0.3251, -0.5312, -0.4206], [-0.3706, 0.4854, -0.3254], [0.2302, 1.2433, -0.0376], [-0.7333, -1.4056, -0.2462], [-0.1837, -0.0060, -0.7247], [0.1683, -0.4128, 0.0099], [1.1205, -0.9350, 1.3278], [2.3088, -1.2724, -1.5227], [0.1033, 0.1978, -0.8021], [0.1536, -0.3137, -0.8052], [0.0371, -0.3396, 0.1252], [1.5515, 1.4408, -0.9932]]
}

***

5.
{
  "formula": "C10H15N3O",
  "method": "wB97M-V/def2-TZVPD",
  "gap_ev": 9.192,
  "smiles": "C[C@H]1C[C@]1(n1nc[nH]c1=O)C1(C)CC1",
  "total_charge": 0,
  "de_lowest_ev": 1.774,
  "e_homo_ev": -8.39,
  "elements": ["C", "C", "C", "C", "N", "N", "C", "N", "C", "O", "C", "C", "C", "C", "H", "H", "H", "H", "H", "H", "H", "H", "H", "H", "H", "H", "H", "H", "H"],
  "positions_angstrom": [[1.99029, 1.00935, 1.41567], [1.26955, -0.33938, 1.29117], [-0.07250, -0.50557, 1.93201], [-0.13563, -0.26194, 0.44227], [-0.40099, 1.09574, -0.00777], [-0.98346, 2.04768, 0.79407], [-0.88020, 3.20499, 0.18935], [-0.17025, 3.04432, -0.99667], [0.12712, 1.73192, -1.17190], [0.65402, 1.18334, -2.11883], [-0.45381, -1.36750, -0.56999], [0.76053, -1.81218, -1.34134], [-1.42078, -2.54548, -0.19018], [-1.88856, -1.53410, -1.15684], [2.65941, 1.20920, 0.64376], [2.55532, 1.14588, 2.32153], [1.16766, 1.82856, 1.33711], [1.93753, -1.11321, 1.08297], [-0.28182, -1.45704, 2.21792], [-0.44756, 0.17506, 2.64751], [-1.40894, 4.14939, 0.36498], [-0.05566, 3.74842, -1.74167], [1.40626, -0.94525, -1.53816], [0.46193, -2.38411, -2.22340], [1.32847, -2.61188, -0.82845], [-1.81970, -2.58256, 0.76224], [-1.26032, -3.52273, -0.60304], [-2.06526, -1.69453, -2.25387], [-2.57265, -0.89638, -0.70046]],
  "forces_ev_per_a": [[-3.1811, 0.8410, 0.6247], [-1.6690, 2.6388, -0.8779], [0.9954, 1.3929, -1.3236], [1.4922, 0.0117, 0.5178], [0.0105, 1.5957, -0.7958], [-0.7815, 0.9502, 0.1084], [0.0625, -1.3749, -0.7287], [-0.4883, 1.4417, -0.2812], [-0.2050, -2.2171, 0.3924], [0.2119, 0.3170, 0.0732], [-1.0756, -1.3458, 0.5389], [0.2889, -0.7643, -0.2778], [1.3961, 0.4326, -1.7627], [1.4442, 0.3960, -0.8658], [1.1341, 0.0191, -1.6621], [-0.0655, -0.1237, 0.6616], [1.8463, -1.1788, 0.6233], [0.3982, -1.6370, -0.1319], [-0.7756, -2.8014, 0.5342], [-0.1697, 1.0958, 0.3664], [0.4624, -0.6991, 0.5960], [-0.0352, -0.8552, 0.8167], [-0.2081, -0.5738, -0.4138], [-0.0194, 0.6329, -0.4754], [-0.0565, 0.6664, 0.4168], [-0.9611, 0.1989, 1.7604], [0.6871, -0.3207, -0.0448], [0.4473, -0.1174, 1.3078], [-1.1854, 1.3786, 0.3029]]
}

***

6.
{
  "formula": "C10H15N4",
  "method": "wB97M-V/def2-TZVPD",
  "gap_ev": 6.780,
  "total_charge": 1,
  "de_lowest_ev": 5.233,
  "e_homo_ev": -11.60,
  "elements": ["C", "C", "C", "C", "C", "C", "C", "C", "C", "C", "N", "N", "N", "N", "H", "H", "H", "H", "H", "H", "H", "H", "H", "H", "H", "H", "H", "H", "H"],
  "positions_angstrom": [[-1.80843, -1.09747, 1.64835], [-3.17749, -0.91728, -0.33442], [-0.78143, -0.42420, 1.06071], [-2.14713, -0.25739, -0.94156], [-3.10667, -1.24434, 1.04086], [-1.00057, 0.02807, -0.22526], [2.29419, 0.44671, -0.22791], [-4.18368, -1.81270, 1.83301], [4.30377, 2.10424, 0.01574], [3.07208, 1.50583, -0.83099], [0.21149, 1.27110, -3.24422], [-0.11657, 0.90644, -2.22355], [2.33057, -0.81349, -0.74922], [-0.01101, 0.64277, -1.06354], [-1.62171, -1.54034, 2.60903], [-4.07234, -1.12227, -0.90668], [0.15879, -0.31166, 1.56556], [-2.30375, 0.01071, -1.99398], [-4.58843, -1.05512, 2.60510], [-5.19000, -2.03812, 1.20936], [-3.95014, -2.76786, 2.32187], [5.16089, 1.51740, -0.16539], [4.48871, 3.07734, -0.28885], [4.14369, 2.19599, 1.12472], [2.48758, 2.46681, -0.82001], [3.39537, 1.20005, -1.80686], [1.96541, 0.43599, 0.81539], [2.21617, -0.87010, -1.78790], [1.83063, -1.53712, -0.23934]],
  "forces_ev_per_a": [[-2.1051, -0.3506, 0.0067], [-0.9654, -0.1478, 1.6822], [0.3478, 0.2895, -0.9560], [-0.7238, -0.2662, -0.0625], [2.8139, 0.1504, -0.9943], [-0.0594, 0.3075, -2.9044], [0.9710, -3.6211, 0.0772], [-4.5271, -0.1707, 0.2642], [-1.4803, -1.9145, 1.5391], [-0.2667, 2.6681, 1.0516], [-1.0707, -0.3768, -0.0740], [1.4155, 1.2143, -2.4848], [-0.9527, 2.4360, -0.3405], [0.8610, -0.1859, 4.3275], [-0.2376, 0.0311, 0.4433], [-0.1348, -0.0527, 0.1475], [0.2244, 0.1104, 0.1755], [0.4465, 0.0429, 0.4644], [0.9159, -1.2197, -0.9268], [2.4504, 0.4965, 1.0627], [0.1460, 0.4366, 0.0538], [1.0117, -0.7160, -0.0380], [0.2099, 1.7627, -0.9719], [-0.2059, -0.4844, -1.0515], [-0.1887, -1.1378, -0.6267], [0.1295, 0.2125, -0.5874], [0.0941, 0.5428, -0.3424], [0.8464, -0.1881, 1.2027], [0.0341, 0.1309, -0.1372]]
}